28
Properties=species:S:1:pos:R:3:forces:R:3 method="wB97M-V/def2-TZVPD" total_charge=0 energy_ev=-18510.9358 homo_energy_ha=-0.2668 multiplicity=1 homo_lumo_gap_ev=7.7
C -0.390 2.465 1.522 -2.7 0.5 -1.3
C -1.058 1.441 2.065 2.3 0.7 0.4
C -0.954 3.236 0.318 -1.7 -0.1 2.4
C -0.389 0.608 3.167 -3.0 -0.6 -0.7
C -0.492 -2.236 -0.269 2.1 -1.8 0.9
C 0.050 -1.536 -2.524 2.1 -0.1 -0.2
C 2.022 -2.030 -0.960 -1.4 3.1 1.7
C 0.578 -1.520 -1.065 -0.5 0.7 -1.4
O 0.433 1.345 -1.536 0.0 -0.3 -0.8
Si 0.625 0.258 -0.323 1.1 -0.6 1.4
H 0.539 2.804 1.836 1.7 0.3 1.0
H -1.876 1.089 1.478 -1.0 -0.3 0.3
H -2.008 2.869 0.234 0.5 1.0 0.0
H -0.536 2.915 -0.563 1.4 -0.5 -2.0
H -0.846 4.341 0.367 -0.4 -0.8 0.2
H -0.615 -0.468 2.909 0.8 0.9 0.5
H -0.863 0.803 4.153 0.4 -0.1 -0.5
H 0.635 0.869 3.161 1.1 -0.2 0.2
H -0.278 -2.399 0.828 -0.2 0.2 -1.1
H -1.385 -1.706 -0.392 -1.7 0.6 0.0
H -0.551 -3.200 -0.795 -0.6 -0.2 0.6
H 0.819 -0.952 -3.129 -1.1 -0.8 0.2
H -0.892 -1.016 -2.525 -0.6 0.1 -0.5
H -0.052 -2.581 -2.967 0.1 1.3 0.5
H 2.190 -2.222 0.080 0.5 0.0 0.8
H 2.194 -2.915 -1.430 0.6 -2.4 -1.9
H 2.667 -1.179 -1.243 0.3 -0.8 -0.2
H 0.431 0.917 -2.397 -0.2 0.1 -0.5

***

28
Properties=species:S:1:pos:R:3:forces:R:3 method="wB97M-V/def2-TZVPD" total_charge=0 energy_ev=-18510.8844 homo_energy_ha=-0.3417 multiplicity=1 homo_lumo_gap_ev=10.1
C 3.391 1.972 -3.061 -1.0 0.7 0.4
C 2.913 2.255 -1.996 0.6 -0.3 0.9
C 0.049 0.380 -2.299 0.6 2.3 -0.9
C 1.152 -1.572 -1.144 2.0 1.4 1.4
C -2.173 -0.861 2.611 1.2 0.3 -0.1
C -0.041 0.432 2.550 1.5 -1.5 0.4
C 0.330 -0.292 -1.009 -0.9 -0.1 1.3
C -0.852 -0.687 1.910 -0.3 -0.6 -1.7
O -2.351 0.904 -0.189 1.3 -0.3 -0.2
Si -1.275 -0.396 0.018 -0.6 -0.9 1.5
H -2.239 -1.531 -0.140 0.5 -0.2 -0.6
H 3.471 1.962 -4.110 0.5 -0.3 -0.6
H 2.645 2.399 -0.955 0.1 0.0 -0.7
H 1.035 0.845 -2.606 -1.5 -0.2 -0.2
H -0.285 -0.273 -3.076 0.1 -0.9 -0.4
H -0.794 1.119 -2.262 1.0 -0.1 0.2
H 2.078 -1.523 -1.798 -1.4 0.2 0.3
H 0.594 -2.438 -1.295 -1.0 -1.5 -0.8
H 1.562 -1.688 -0.136 0.2 -0.4 0.0
H -2.649 0.066 2.754 -1.0 1.2 0.1
H -2.771 -1.556 2.122 -1.4 -1.1 -1.1
H -1.987 -1.280 3.548 0.2 -0.5 1.9
H -0.630 0.982 3.260 -0.5 0.8 -0.1
H 0.454 1.046 1.786 -0.1 0.2 0.6
H 0.723 -0.036 3.220 -0.1 0.5 -0.7
H 0.894 0.359 -0.288 -0.2 0.0 -0.9
H -0.413 -1.735 1.983 0.2 1.4 -0.3
H -2.831 1.149 0.602 -0.1 0.0 0.1

***

28
Properties=species:S:1:pos:R:3:forces:R:3 method="wB97M-V/def2-TZVPD" total_charge=0 energy_ev=-27295.9604 homo_energy_ha="-0.2315 / -0.2626" multiplicity=1 homo_lumo_gap_ev="6.5 / 7.3"
C -2.754 0.327 -0.795 -2.4 -1.1 0.0
C -1.559 0.817 -0.647 1.9 0.3 1.2
C 1.408 2.297 -0.439 0.3 0.5 -0.6
C -0.854 -0.172 3.528 0.2 0.0 0.0
C 0.296 -1.926 -2.694 -2.3 1.3 2.4
C 0.993 1.705 0.868 -0.4 -0.2 -0.7
C -0.555 -0.779 2.207 -2.0 3.0 -3.0
C 1.091 -1.800 -1.323 -1.0 3.0 -3.4
Si -0.302 0.356 0.602 1.2 -1.3 1.0
S 2.714 -1.175 -1.581 0.1 0.4 3.0
H -3.298 0.461 -1.705 -0.4 0.3 -0.5
H -3.324 -0.282 -0.069 0.8 0.3 -0.2
H -1.075 1.416 -1.397 -0.3 0.2 -0.6
H 1.721 1.540 -1.085 1.5 -1.4 -1.0
H 0.652 2.688 -1.075 -1.2 1.0 0.1
H 2.164 3.062 -0.316 0.3 0.1 -0.1
H -0.939 -1.042 4.159 0.1 0.3 1.2
H -0.098 0.550 3.760 1.1 -0.2 0.7
H -1.695 0.470 3.633 -1.4 0.0 -0.4
H -0.728 -2.357 -2.527 0.9 0.0 0.3
H 0.755 -2.590 -3.377 0.8 -0.4 -0.9
H -0.047 -0.943 -3.165 1.3 -1.0 0.6
H 0.715 2.550 1.420 -1.3 1.1 1.4
H 1.904 1.452 1.359 0.6 -1.1 0.5
H -1.255 -1.491 1.862 -1.1 -1.0 -0.1
H 0.339 -1.254 2.209 2.9 -1.6 0.3
H 0.993 -2.503 -0.593 -0.3 -1.9 1.7
H 2.738 -1.376 -2.820 0.2 -0.4 -2.8

***

31
Properties=species:S:1:pos:R:3:forces:R:3 method="wB97M-V/def2-TZVPD" total_charge=-1 energy_ev=-20785.7491 homo_energy_ha=-0.1792 multiplicity=1 homo_lumo_gap_ev=7.8
C -4.138 0.086 0.651 -0.9 -0.2 0.4
C -3.650 -0.685 -0.169 -0.2 0.1 0.3
Al -3.230 -2.134 -1.588 0.0 -0.5 0.7
O -1.930 -3.316 -1.006 0.3 1.9 -0.5
C -0.603 -2.796 -1.047 0.6 -1.1 -0.2
C -0.220 -1.987 -2.351 0.4 0.1 0.5
H -4.806 0.583 1.387 1.2 -0.5 -1.0
H -2.905 -1.377 -2.948 0.1 0.2 -0.2
H -4.563 -3.013 -1.821 0.0 0.0 0.2
H 0.090 -3.703 -1.031 -0.6 0.9 0.0
H -0.325 -2.201 -0.120 -0.4 -0.3 -1.0
H 0.912 -1.972 -2.401 -1.1 0.1 -0.1
H -0.588 -0.925 -2.275 0.3 -1.1 -0.3
H -0.622 -2.466 -3.291 0.4 0.5 1.1
C 2.498 2.728 1.639 0.2 0.1 0.2
C 1.121 2.128 1.909 0.1 0.0 -0.4
C 1.045 0.611 1.652 -0.3 0.0 0.1
O 0.993 0.249 0.282 0.4 0.0 0.3
C 2.248 0.246 -0.374 -0.3 0.0 -0.2
N 0.121 2.859 1.122 -0.1 -0.2 0.1
H 2.697 2.861 0.575 -0.1 -0.1 0.0
H 2.576 3.715 2.101 -0.1 0.0 0.0
H 3.289 2.101 2.060 0.0 0.0 0.0
H 0.902 2.287 2.970 -0.1 -0.1 0.0
H 0.111 0.244 2.086 0.0 0.0 -0.1
H 1.857 0.075 2.162 0.1 0.1 -0.1
H 3.060 -0.072 0.288 0.0 0.1 0.1
H 2.457 1.237 -0.786 0.3 0.0 0.0
H 2.189 -0.451 -1.211 -0.1 0.0 0.1
H -0.806 2.528 1.382 0.0 0.1 0.0
H 0.220 2.559 0.153 0.0 0.1 0.1

***

no.,strongest force on any atom (hartree/bohr)
1,0.0745
2,0.0546
3,0.0916
4,0.0385